DFT (ωB97M-V/def2-TZVPD) results for a structure of composition C18H20IIrN5PS2.

Output
LUMO energy (alpha / beta) = -11.75 / -12.48 eV
Orbital gap (alpha / beta) = 0.176 / 0.150 hartree
2S+1 = 2
Charge = +3
Relative energy (zero: lowest compared OMol25 entry of this formula, charge and spin) = 54.9 kcal/mol
⟨S²⟩ = 0.7598

The geometry in XYZ format:
```
48
Properties=species:S:1:pos:R:3:forces:R:3:lowdin_spin:R:1
Ir 0.0403 -0.3645 -0.4841 2.625 -0.758 1.615 0.0189
I 0.7699 -2.0697 -2.5873 -0.476 0.372 0.337 0.0065
S 3.6660 -0.3484 2.2113 -0.958 -0.016 -0.282 0.0005
S 0.5918 -0.4222 2.0502 -2.209 0.294 -1.507 -0.0020
P -0.3702 1.8838 -0.8015 0.390 -0.263 -0.123 0.0682
N 0.0414 4.4159 0.1577 -0.221 -0.514 -1.070 0.4092
N 2.2190 -0.0505 0.0846 -3.124 0.206 0.564 -0.0014
N 0.7118 4.0691 -2.0768 -0.336 0.293 0.487 0.2490
N -1.5260 -2.0045 -0.8103 0.636 1.369 -0.035 0.0001
N -1.5927 4.2190 -1.5438 -0.203 0.518 -0.037 0.0429
C 0.8568 2.6550 -2.0370 0.302 -0.801 0.305 0.0381
C -1.0346 -2.8132 -1.7508 0.107 -0.099 -0.269 0.0002
C -1.9078 2.8384 -1.4273 -0.202 -1.135 0.311 0.0076
C -2.6813 -2.3488 -0.2285 -0.359 0.019 0.288 -0.0002
C 2.1339 -0.2585 1.3868 1.768 0.153 -0.046 -0.0004
C 1.0602 4.7497 -0.8319 1.147 0.748 -0.013 0.0108
C 6.2218 0.1337 -0.8762 -0.294 0.021 -0.423 0.0000
C -1.6090 -3.9893 -2.1546 0.019 -0.020 0.071 0.0000
C 0.0794 3.0717 0.6148 0.314 -0.568 0.587 0.0628
C -1.2750 4.8809 -0.2811 -0.509 0.250 -0.070 0.0205
C 4.4567 -0.1093 0.6935 -0.759 0.155 -1.121 0.0000
C -3.3585 -3.5058 -0.5781 0.148 -0.035 -0.086 0.0001
C -0.5910 4.5348 -2.5547 -0.082 -0.024 0.168 0.0216
C -2.8134 -4.3407 -1.5424 0.044 0.060 0.041 -0.0004
C 5.8201 -0.0441 0.4323 0.050 0.025 -0.098 0.0000
C 3.9354 0.1855 -1.6847 -0.415 -0.092 0.433 0.0000
C 3.5015 0.0254 -0.3617 2.010 0.003 -0.396 -0.0001
C 5.2844 0.2234 -1.9322 0.736 -0.021 0.427 0.0001
H 6.5458 -0.1398 1.2285 0.013 0.011 0.006 0.0000
H 5.6516 0.3067 -2.9460 -0.030 0.075 -0.001 0.0000
H -2.0347 4.6517 0.4662 0.090 -0.036 0.029 0.0034
H -4.2953 -3.7518 -0.0988 0.015 0.046 0.055 0.0000
H -0.5488 5.6134 -2.7003 -0.005 -0.001 0.000 0.0007
H 7.2771 0.1976 -1.1050 -0.018 -0.057 0.008 0.0000
H -0.6189 2.9175 1.4424 -0.062 -0.022 -0.099 0.0132
H 1.0867 2.8129 0.9519 -0.038 -0.037 -0.002 0.0027
H -1.2428 5.9591 -0.4318 0.042 -0.017 0.000 0.0009
H -2.1934 2.4252 -2.3967 -0.033 -0.043 0.051 0.0062
H -1.1502 -4.6182 -2.9048 -0.009 0.028 -0.027 0.0001
H 1.0629 5.8254 -0.9998 -0.016 -0.029 0.026 0.0006
H 3.2165 0.2507 -2.4916 -0.044 0.034 -0.071 0.0001
H 2.0464 4.4390 -0.4870 -0.058 -0.036 0.009 0.0002
H 0.6733 2.2182 -3.0220 -0.070 0.016 0.021 0.0125
H -3.3069 -5.2613 -1.8258 -0.036 0.012 0.000 0.0000
H -0.8473 4.0614 -3.5028 0.065 -0.037 0.053 0.0053
H 1.8652 2.3824 -1.7150 0.002 -0.025 -0.050 -0.0002
H -3.0679 -1.6843 0.5317 0.059 0.041 -0.011 0.0000
H -2.7317 2.6880 -0.7278 -0.017 -0.065 -0.056 0.0018
```
Forces are in eV/Å.